[1]
ORCA calculation (the ωB97M-V functional and the def2-TZVPD basis) on a molecular structure, C14H28KN8O7.

Last column: Löwdin charge in e.
Positions of all 58 atoms, in Å:
K 0.543 0.336 -1.470  1.0007
C 4.528 -4.810 2.654  -0.0712
O 3.919 -3.525 2.589  -0.0689
C 3.091 -3.280 1.555  -0.2873
C 2.844 -4.216 0.533  -0.0267
C 1.978 -3.862 -0.470  -0.0278
C 1.302 -2.630 -0.514  -0.1075
C 0.322 -2.383 -1.573  -0.4275
C 0.429 -3.179 -2.861  -0.0032
O -0.581 -1.551 -1.483  -0.1334
C 1.589 -1.658 0.512  -0.3598
O 1.085 -0.462 0.505  -0.3252
C 2.492 -2.037 1.527  0.0539
H 5.115 -4.822 3.567  0.0924
H 5.186 -4.981 1.801  0.0956
H 3.779 -5.602 2.699  0.0951
H 3.309 -5.190 0.532  0.0999
H 1.781 -4.594 -1.245  0.1128
H 0.006 -4.178 -2.722  0.0952
H 1.465 -3.292 -3.184  0.0929
H -0.145 -2.672 -3.631  0.0797
H 2.716 -1.327 2.316  0.1190
N -1.831 3.820 -2.280  0.0629
N -2.350 3.009 -3.286  -0.0182
C -1.623 2.047 -3.887  -0.3748
N -2.218 1.370 -4.869  0.2065
N -0.381 1.850 -3.415  0.0926
N 0.424 0.918 -3.985  -0.4594
O 1.534 0.822 -3.448  -0.1031
O 0.082 0.182 -4.936  0.0312
H -2.202 3.547 -1.378  0.0466
H -2.050 4.783 -2.485  0.0944
H -3.307 3.116 -3.566  0.1464
H -3.132 1.617 -5.202  0.1228
H -1.663 0.670 -5.333  0.0902
N 1.669 3.321 1.957  0.2103
C 0.731 2.170 1.679  -0.1512
C 0.113 1.671 2.969  -0.2524
N -0.845 0.632 2.596  0.0439
H 2.153 3.606 1.110  0.1708
H 2.371 3.054 2.643  0.1695
H 1.162 4.127 2.317  0.1721
H 1.279 1.335 1.214  0.0980
H -0.046 2.532 1.009  0.1049
H -0.413 2.484 3.478  0.1107
H 0.910 1.312 3.635  0.1219
H -1.135 0.122 3.421  0.0932
H -0.371 -0.036 1.981  0.0681
N -4.352 0.838 2.220  0.0226
C -3.592 1.292 1.058  -0.1557
C -2.745 2.512 1.389  -0.5368
O -2.805 2.914 2.645  0.1094
O -2.046 3.073 0.566  0.0306
H -5.341 1.013 2.127  0.0913
H -3.398 2.256 3.076  0.1023
H -4.219 -0.145 2.407  0.0900
H -4.225 1.550 0.211  0.1274
H -2.890 0.531 0.727  0.1226

Forces on atoms 1 to 3 (eV/Å):
-0.2 2.5 0.6
0.0 0.1 0.0
0.2 -0.2 0.2

Summary:
Molar mass   459.525 g/mol
Maximum force   2.5 eV Å⁻¹
Spin multiplicity   1
Total energy   -2114.61922 hartree
Charge   +1
Lowest unoccupied orbital energy   -2.96 eV
Kohn-Sham gap   6.588 eV
HOMO energy   -9.5460 eV

[2]
ORCA calculation (the ωB97M-V functional and the def2-TZVPD basis) on a molecular structure, C14H28N4ORuSe2Si2Te2.

Last column: Löwdin charge in e.
Positions of all 54 atoms, in Å:
Ru 1.387 0.003 0.758  0.6682
C 1.185 -3.150 -1.135  -0.1834
Si 0.464 -2.992 0.584  0.4443
C 1.610 -3.399 1.990  -0.2065
C -0.910 -4.277 0.659  -0.1927
N -0.071 -1.268 0.755  -0.1605
C -1.329 -0.764 0.838  -0.3016
C -2.553 -1.480 0.822  -0.0297
C -3.743 -0.815 0.914  -0.0878
C -3.784 0.593 1.029  -0.0814
C -2.632 1.321 1.047  -0.0366
C -1.372 0.665 0.954  -0.3459
N -0.184 1.271 0.929  -0.2066
Si 0.159 3.009 0.868  0.3937
C -0.411 3.848 2.440  -0.1627
C 1.995 3.236 0.618  -0.1919
C -0.729 3.725 -0.628  -0.1638
H 1.569 -4.165 -1.266  0.0399
H 2.002 -2.454 -1.326  -0.0411
H 0.407 -2.992 -1.887  0.0314
H 1.725 -4.485 2.040  0.0370
H 1.196 -3.059 2.942  0.0279
H 2.591 -2.942 1.875  -0.0493
H -0.398 -5.242 0.592  0.0368
H -1.610 -4.233 -0.176  0.0293
H -1.463 -4.275 1.599  0.0367
H -2.557 -2.553 0.749  0.0696
H -4.669 -1.374 0.911  0.1019
H -4.741 1.091 1.113  0.1044
H -2.657 2.397 1.150  0.0866
H 0.013 3.342 3.310  0.0208
H -1.496 3.865 2.550  0.0237
H -0.058 4.882 2.447  0.0348
H 2.583 2.926 1.482  0.0012
H 2.186 4.300 0.444  0.0386
H 2.363 2.694 -0.258  0.0203
H -1.799 3.515 -0.641  0.0191
H -0.298 3.327 -1.550  0.0234
H -0.603 4.810 -0.643  0.0336
Se 1.610 0.419 3.082  -0.0541
Te 3.678 -0.755 3.969  0.1568
Te 5.160 0.112 1.920  0.1198
Se 3.620 -0.845 0.164  -0.1154
C 0.298 0.182 -4.844  -0.0792
N 1.090 0.145 -3.636  0.0340
C 0.599 0.220 -2.379  -0.5843
N -0.741 0.263 -2.232  0.2319
O 1.395 0.260 -1.427  -0.1855
H 0.969 0.161 -5.699  0.0891
H -0.301 1.093 -4.909  0.0886
H -0.359 -0.688 -4.923  0.0861
H 2.094 0.150 -3.684  0.1497
H -1.364 0.111 -3.003  0.1006
H -1.118 0.272 -1.298  0.0803

Forces on atoms 1 to 3 (eV/Å):
-0.9 -0.2 0.0
0.0 0.0 0.1
0.0 0.0 0.0

Summary:
Molar mass   838.767 g/mol
Maximum force   1.0 eV Å⁻¹
Spin multiplicity   1
Total energy   -6857.49888 hartree
Relative energy (zero: lowest compared OMol25 entry of this formula, charge and spin)   0.2870 eV
Lowest unoccupied orbital energy (spin up / spin down)   -1.53 / -1.52 eV
Kohn-Sham gap (spin up / spin down)   5.029 / 5.057 eV
HOMO energy (spin up / spin down)   -6.5590 / -6.5733 eV

[3]
ORCA calculation (the ωB97M-V functional and the def2-TZVPD basis) on a single C14H28O3Si molecule.

Last column: Löwdin charge in e.
Positions of all 46 atoms, in Å:
O -1.880 -1.627 -1.094  -0.1741
O -0.170 -1.109 0.981  -0.1426
O 0.959 -1.476 -1.427  -0.1535
C 1.552 3.363 3.035  -0.1177
C 2.444 3.395 2.050  -0.1155
C -4.177 -2.086 -0.501  -0.0731
C -0.470 -3.558 1.116  -0.0707
C 2.365 -1.704 -3.436  -0.0639
C -3.092 -1.047 -0.680  -0.3337
C 0.401 -2.322 1.384  -0.3036
C 0.947 -1.617 -2.817  -0.3128
C 0.299 2.551 3.004  -0.1871
C 2.186 2.940 0.667  -0.1724
C -0.187 2.404 1.539  -0.1453
C 0.542 1.780 -0.898  -0.2218
C 0.983 1.964 0.578  -0.3106
C -0.647 0.871 -1.135  -0.1955
Si -0.423 -0.956 -0.635  0.3503
H 1.787 3.828 3.981  0.0935
H 3.362 3.944 2.207  0.0959
H -4.454 -2.513 -1.479  0.0826
H -3.828 -2.839 0.204  0.0699
H -5.104 -1.690 -0.048  0.0815
H -0.710 -3.673 0.071  0.0578
H -1.393 -3.477 1.677  0.0747
H 0.025 -4.481 1.423  0.0800
H 2.400 -1.304 -4.464  0.0783
H 3.017 -1.105 -2.825  0.0643
H 2.723 -2.736 -3.466  0.0693
H -2.907 -0.523 0.264  0.1063
H -3.379 -0.259 -1.434  0.1299
H 1.387 -2.446 0.907  0.1143
H 0.547 -2.264 2.462  0.1150
H 0.413 -0.737 -3.227  0.1042
H 0.390 -2.530 -3.138  0.1250
H -0.503 2.951 3.655  0.1116
H 0.554 1.563 3.420  0.1158
H 1.922 3.817 0.058  0.1188
H 3.069 2.497 0.165  0.1218
H -1.011 1.706 1.471  0.0902
H -0.528 3.373 1.135  0.1257
H 1.391 1.364 -1.467  0.1118
H 0.312 2.752 -1.352  0.1129
H 1.293 0.980 0.985  0.1349
H -1.578 1.251 -0.697  0.0749
H -0.827 0.786 -2.217  0.0826

Forces on atoms 1 to 3 (eV/Å):
1.4 -0.9 -0.4
-0.4 0.2 -0.8
-0.9 -0.6 1.2

Summary:
Molar mass   272.461 g/mol
Maximum force   2.1 eV Å⁻¹
SMILES   CCO[Si](CC[C@H]1CC=CCC1)(OCC)OCC
Spin multiplicity   1
Total energy   -1065.56037 hartree
Relative energy (zero: lowest compared OMol25 entry of this formula, charge and spin)   0.0024 eV
Lowest unoccupied orbital energy   0.90 eV
Kohn-Sham gap   9.788 eV
HOMO energy   -8.8863 eV

[4]
ORCA calculation (the ωB97M-V functional and the def2-TZVPD basis) on 2 unconnected molecules or ions with the total composition C14H29Cl3O4P3S.

Last column: Löwdin charge in e.
Positions of all 54 atoms, in Å:
C 2.934 2.579 2.675  0.0203
C 3.675 2.045 1.577  -0.2415
C 3.101 1.991 0.086  -0.2889
P 3.531 0.342 -0.783  0.8711
C 2.350 -0.075 -2.194  -0.3075
C 0.830 -0.306 -1.742  -0.2476
C 0.000 1.053 -1.501  -0.2180
P -1.023 0.958 0.110  0.7094
O -0.122 1.308 1.322  -0.3429
O -1.453 -0.687 0.273  -0.2738
C -2.660 -0.847 1.084  -0.2660
C -2.656 -2.386 1.594  -0.0901
O -2.365 1.998 0.071  -0.2468
C -2.064 3.270 -0.573  -0.2740
C -0.923 4.134 0.150  -0.0993
C 3.840 -1.069 0.433  -0.2528
C 2.781 -1.176 1.622  -0.6940
O 1.592 -1.503 1.519  0.0151
Cl 3.374 -0.833 3.341  0.6377
P 5.497 0.731 -1.741  0.1962
S 6.700 1.645 -0.512  0.1575
H 2.511 3.634 2.652  0.0839
H 2.733 1.893 3.563  0.0553
H 4.714 1.586 1.748  0.0728
H 1.986 2.221 0.069  0.0626
H 3.639 2.835 -0.501  0.1007
H 2.367 0.826 -2.912  0.1124
H 2.724 -1.041 -2.706  0.1174
H 0.799 -1.042 -0.872  0.0954
H 0.305 -0.841 -2.621  0.1334
H -0.791 1.157 -2.339  0.1086
H 0.630 2.001 -1.556  0.0791
H -2.694 -0.147 1.983  0.1303
H -3.553 -0.748 0.383  0.1196
H -3.612 -2.642 2.177  0.0414
H -2.543 -3.030 0.643  0.0808
H -1.713 -2.512 2.227  0.0816
H -3.040 3.882 -0.525  0.1376
H -1.792 3.178 -1.683  0.1123
H -1.148 5.253 0.057  0.0874
H -0.830 3.890 1.270  0.0922
H 0.089 3.971 -0.379  0.0614
H 4.880 -0.992 0.931  0.1072
H 3.820 -2.053 -0.143  0.1214
H 5.285 1.446 -2.987  -0.0075
H 6.004 -0.574 -2.079  -0.0201
Cl -4.970 -3.391 -1.953  0.5267
C -5.430 -4.721 -0.860  -0.6604
C -6.583 -4.344 0.048  -0.6488
Cl -6.116 -3.113 1.248  0.5645
H -4.546 -5.010 -0.288  0.0653
H -5.717 -5.564 -1.491  0.0739
H -6.916 -5.220 0.607  0.0754
H -7.432 -3.959 -0.519  0.0716

Forces on atoms 1 to 3 (eV/Å):
1.0 -1.0 -1.9
-1.1 0.0 1.2
1.2 2.1 0.4

Summary:
Molar mass   492.730 g/mol
Maximum force   5.0 eV Å⁻¹
Spin multiplicity   1
Total energy   -3654.26278 hartree
Charge   +1
Lowest unoccupied orbital energy   -3.62 eV
Kohn-Sham gap   7.744 eV
HOMO energy   -11.3643 eV

[5]
ORCA calculation (the ωB97M-V functional and the def2-TZVPD basis) on a molecular structure, C14H29INO7P2S.

Last column: Löwdin charge in e.
Positions of all 55 atoms, in Å:
C 0.479 2.516 1.032  -0.1591
C 2.014 2.453 0.814  -0.4100
P 2.584 1.716 -0.798  0.9564
C 1.228 1.619 -2.049  -0.4200
C 0.653 3.026 -2.308  -0.1738
C 3.498 0.072 -0.541  -0.9614
I 5.272 0.733 0.518  0.8874
O 3.826 -0.307 -1.905  -0.2848
S 2.863 -1.469 -2.455  0.5641
O 1.971 -1.146 -3.497  -0.1929
O 3.632 -2.612 -2.806  -0.2473
O 1.952 -1.568 -1.125  -0.2502
C 2.786 -1.172 0.025  -0.5542
C 1.757 -1.007 1.179  -0.1579
C 0.270 -1.098 0.734  -0.1677
C -0.651 -0.747 1.948  -0.1920
C -1.955 -0.149 1.393  -0.2162
C -3.045 0.061 2.452  -0.1602
C -4.338 0.511 1.725  -0.1606
O -5.043 -0.691 1.356  -0.0133
C -5.460 -0.714 0.075  -0.5633
C -5.501 -2.096 -0.569  0.0220
O -5.812 0.228 -0.538  0.1336
P 3.765 -2.767 0.366  0.7896
N 5.333 -2.598 0.517  -0.3418
H -0.108 2.046 0.244  0.0378
H 0.174 3.565 1.058  0.0698
H 0.166 2.086 1.988  0.0547
H 2.397 3.473 0.835  0.0589
H 2.462 1.964 1.682  0.0358
H 1.686 1.321 -2.989  0.0616
H 0.422 0.943 -1.754  0.0653
H -0.128 2.934 -3.086  0.0334
H 0.255 3.502 -1.405  0.0417
H 1.468 3.603 -2.758  0.0682
H 1.871 -1.802 1.918  0.0835
H 1.860 -0.068 1.726  0.0915
H 0.073 -2.137 0.469  0.1201
H 0.027 -0.388 -0.053  0.0942
H -0.924 -1.666 2.477  0.1121
H -0.114 -0.057 2.602  0.0962
H -2.296 -0.798 0.579  0.1264
H -1.739 0.824 0.942  0.0978
H -3.254 -0.886 2.956  0.1135
H -2.741 0.837 3.157  0.1149
H -4.016 1.083 0.857  0.1222
H -4.969 1.099 2.393  0.1225
H -4.700 -2.229 -1.289  0.0908
H -6.490 -2.177 -1.020  0.0821
H -5.480 -2.853 0.220  0.0766
H 3.515 -3.686 -0.681  0.0177
H 3.249 -3.364 1.544  0.0138
H 5.575 -2.909 1.455  -0.0517
O -0.451 1.835 -4.697  -0.5846
H 0.130 1.105 -4.917  -0.1929

Forces on atoms 1 to 3 (eV/Å):
0.0 0.3 0.2
-1.0 -0.5 0.3
1.1 1.4 -0.9

Summary:
Molar mass   544.305 g/mol
Maximum force   2.6 eV Å⁻¹
Spin multiplicity   1
Total energy   -2510.72502 hartree
Charge   -1
Lowest unoccupied orbital energy   1.89 eV
Kohn-Sham gap   4.540 eV
HOMO energy   -2.6533 eV